Record 1
{"formula": "C22H32GdN5O", "method": "ωB97M-V/def2-TZVPD", "species": ["Gd", "C", "N", "C", "C", "C", "C", "C", "C", "C", "N", "C", "C", "C", "C", "C", "C", "N", "C", "C", "H", "H", "H", "H", "H", "H", "H", "H", "H", "H", "H", "H", "H", "H", "H", "H", "H", "H", "H", "H", "C", "N", "C", "C", "N", "C", "H", "H", "H", "H", "H", "H", "C", "C", "O", "H", "H", "H", "H", "H", "H"], "coordinates": [[-0.26, 0.29, 0.04], [-0.34, 0.99, -3.15], [0.66, 0.84, -2.08], [1.38, 2.12, -1.86], [1.61, -0.25, -2.39], [2.56, -0.06, -3.37], [3.47, -1.06, -3.67], [3.43, -2.23, -2.93], [2.48, -2.42, -1.94], [1.50, -1.46, -1.68], [0.44, -1.57, -0.77], [-0.33, -2.71, -0.47], [0.08, -4.04, -0.58], [-0.80, -5.09, -0.34], [-2.10, -4.85, 0.06], [-2.52, -3.54, 0.23], [-1.65, -2.50, -0.02], [-2.14, -1.12, 0.12], [-3.08, -0.80, -0.98], [-2.77, -0.88, 1.45], [0.13, 1.34, -4.07], [-1.10, 1.73, -2.86], [-0.82, 0.04, -3.35], [1.84, 2.48, -2.77], [2.16, 1.97, -1.11], [0.67, 2.88, -1.52], [2.60, 0.87, -3.93], [4.20, -0.92, -4.45], [4.16, -3.01, -3.11], [2.53, -3.32, -1.35], [1.08, -4.29, -0.89], [-0.44, -6.11, -0.46], [-2.79, -5.67, 0.24], [-3.53, -3.34, 0.55], [-3.99, -1.40, -0.89], [-2.62, -1.02, -1.94], [-3.36, 0.26, -0.94], [-2.80, -1.79, 2.03], [-3.78, -0.50, 1.34], [-2.21, -0.13, 2.03], [3.11, 2.62, 4.32], [2.21, 1.69, 3.62], [1.64, 0.56, 4.16], [0.89, 0.01, 3.18], [0.99, 0.79, 2.04], [1.80, 1.79, 2.36], [3.28, 2.26, 5.33], [2.67, 3.61, 4.37], [4.07, 2.67, 3.80], [1.82, 0.25, 5.18], [0.31, -0.90, 3.21], [2.11, 2.59, 1.70], [-2.59, 4.21, 1.27], [-1.47, 3.22, 1.10], [-1.67, 2.37, -0.07], [-2.44, 4.79, 2.18], [-3.55, 3.70, 1.36], [-2.63, 4.91, 0.43], [-1.41, 2.55, 1.96], [-0.51, 3.73, 0.99], [-2.18, 2.87, -0.71]], "lumo_energy_ev": [-4.815, -7.661], "total_charge": 2, "multiplicity": 8, "relative_energy_ev": 0.204, "s_squared": 16.057, "orbital_gap_ev": [8.2, 5.3]}

Record 2
{"formula": "C22H32N2O2", "method": "ωB97M-V/def2-TZVPD", "species": ["C", "C", "C", "C", "C", "C", "C", "C", "C", "C", "C", "C", "N", "C", "O", "C", "O", "C", "C", "C", "C", "C", "N", "C", "C", "C", "H", "H", "H", "H", "H", "H", "H", "H", "H", "H", "H", "H", "H", "H", "H", "H", "H", "H", "H", "H", "H", "H", "H", "H", "H", "H", "H", "H", "H", "H", "H", "H"], "coordinates": [[1.65, 3.07, 1.16], [1.33, 1.66, 0.71], [0.54, 1.62, -0.61], [1.37, 2.07, -1.79], [2.33, 1.20, -2.31], [3.14, 1.59, -3.37], [2.98, 2.85, -3.92], [2.03, 3.72, -3.41], [1.22, 3.33, -2.35], [2.04, 5.03, -4.14], [2.90, 4.74, -5.39], [3.74, 3.49, -5.05], [0.59, 0.97, 1.76], [0.53, -0.38, 1.81], [1.09, -1.10, 1.00], [-0.37, -0.92, 2.92], [-0.44, -0.02, 4.02], [-1.78, -1.26, 2.39], [-1.46, -2.78, 2.54], [-2.46, -3.55, 3.39], [-3.78, -3.75, 2.64], [-3.57, -4.47, 1.32], [-4.84, -4.58, 0.60], [-2.57, -3.69, 0.46], [-1.25, -3.48, 1.20], [-0.14, -2.40, 3.25], [2.20, 3.60, 0.38], [0.73, 3.63, 1.35], [2.25, 3.07, 2.07], [2.26, 1.10, 0.55], [0.20, 0.60, -0.76], [-0.35, 2.26, -0.50], [2.43, 0.21, -1.88], [3.88, 0.90, -3.77], [0.47, 4.01, -1.95], [1.04, 5.38, -4.40], [2.49, 5.81, -3.52], [2.25, 4.52, -6.24], [3.52, 5.59, -5.67], [4.75, 3.76, -4.72], [3.86, 2.82, -5.90], [0.17, 1.49, 2.51], [0.39, -0.07, 4.51], [-2.54, -0.91, 3.10], [-2.02, -0.89, 1.39], [-2.02, -4.52, 3.64], [-2.63, -3.02, 4.33], [-4.49, -4.31, 3.26], [-4.25, -2.79, 2.43], [-3.12, -5.46, 1.53], [-4.69, -4.75, -0.38], [-5.41, -5.33, 0.97], [-2.40, -4.22, -0.48], [-3.03, -2.73, 0.21], [-0.56, -2.90, 0.59], [-0.77, -4.44, 1.39], [0.77, -2.83, 2.83], [-0.19, -2.57, 4.33]], "lumo_energy_ev": 0.672, "relative_energy_ev": 0.792, "orbital_gap_ev": 9.2}

Record 3
{"formula": "C22H32N2O4", "method": "ωB97M-V/def2-TZVPD", "species": ["C", "O", "C", "C", "C", "C", "C", "C", "N", "C", "O", "C", "C", "C", "C", "O", "N", "C", "C", "C", "C", "C", "C", "C", "C", "C", "O", "C", "H", "H", "H", "H", "H", "H", "H", "H", "H", "H", "H", "H", "H", "H", "H", "H", "H", "H", "H", "H", "H", "H", "H", "H", "H", "H", "H", "H", "H", "H", "H", "H"], "coordinates": [[5.08, 4.02, 0.73], [3.97, 3.31, 0.26], [4.02, 2.76, -1.00], [5.15, 2.80, -1.81], [5.16, 2.20, -3.05], [4.04, 1.53, -3.51], [2.89, 1.50, -2.73], [1.65, 0.79, -3.22], [1.26, -0.29, -2.34], [0.08, -0.29, -1.69], [-0.83, 0.47, -1.96], [-0.02, -1.36, -0.60], [0.63, -0.84, 0.68], [0.60, -1.95, 1.72], [-0.76, -2.60, 1.89], [-1.00, -3.27, 2.89], [-1.66, -2.46, 0.89], [-2.97, -3.06, 1.05], [-4.08, -2.03, 1.32], [-3.76, -1.18, 2.55], [-4.88, -0.19, 2.83], [-6.21, -0.91, 3.03], [-6.53, -1.76, 1.80], [-5.41, -2.75, 1.53], [-1.48, -1.66, -0.30], [2.86, 2.11, -1.48], [1.69, 1.98, -0.79], [1.28, 2.97, 0.13], [5.32, 4.87, 0.09], [5.96, 3.38, 0.83], [4.79, 4.39, 1.72], [6.04, 3.30, -1.46], [6.06, 2.24, -3.65], [4.05, 1.05, -4.47], [0.80, 1.48, -3.24], [1.82, 0.40, -4.23], [2.00, -0.88, -2.01], [0.50, -2.27, -0.93], [0.07, 0.03, 1.03], [1.66, -0.51, 0.50], [0.91, -1.59, 2.70], [1.29, -2.75, 1.44], [-2.90, -3.75, 1.90], [-3.21, -3.63, 0.15], [-4.18, -1.37, 0.45], [-3.62, -1.84, 3.41], [-2.82, -0.65, 2.40], [-4.64, 0.40, 3.72], [-4.97, 0.50, 1.99], [-7.00, -0.19, 3.21], [-6.13, -1.56, 3.91], [-7.47, -2.29, 1.96], [-6.66, -1.10, 0.94], [-5.32, -3.44, 2.37], [-5.65, -3.35, 0.64], [-1.93, -2.20, -1.14], [-2.01, -0.71, -0.20], [0.21, 2.81, 0.26], [1.46, 3.97, -0.25], [1.79, 2.86, 1.09]], "smiles": "COc1cccc(CNC(=O)[C@H]2CCC(=O)N(CC3CCCCC3)C2)c1OC", "lumo_energy_ev": 0.588, "relative_energy_ev": 1.728, "orbital_gap_ev": 9.0}

Record 4
{"formula": "C22H32N2O5", "method": "ωB97M-V/def2-TZVPD", "species": ["C", "O", "C", "C", "C", "O", "N", "C", "C", "C", "O", "C", "C", "C", "C", "C", "O", "N", "C", "C", "C", "C", "O", "C", "C", "C", "C", "C", "C", "H", "H", "H", "H", "H", "H", "H", "H", "H", "H", "H", "H", "H", "H", "H", "H", "H", "H", "H", "H", "H", "H", "H", "H", "H", "H", "H", "H", "H", "H", "H", "H"], "coordinates": [[4.01, 3.11, 1.27], [4.58, 2.31, 0.27], [5.99, 2.33, 0.29], [6.53, 1.39, -0.79], [6.37, -0.07, -0.38], [7.25, -0.61, 0.26], [5.26, -0.73, -0.77], [4.08, -0.19, -1.40], [2.87, -0.33, -0.47], [2.66, -1.79, -0.07], [1.64, -1.93, 0.90], [0.33, -1.87, 0.54], [-0.15, -1.73, -0.76], [-1.52, -1.69, -0.99], [-2.42, -1.78, 0.05], [-3.90, -1.78, -0.20], [-4.56, -2.80, -0.13], [-4.43, -0.59, -0.55], [-3.77, 0.69, -0.38], [-4.11, 1.26, 1.01], [-5.48, 0.76, 1.46], [-6.43, 0.62, 0.26], [-6.54, 1.88, -0.37], [-7.70, 2.05, -1.14], [-5.87, -0.47, -0.69], [-1.94, -1.95, 1.35], [-0.59, -1.98, 1.59], [3.95, -2.32, 0.56], [5.12, -2.13, -0.40], [4.30, 2.76, 2.27], [4.31, 4.16, 1.17], [2.93, 3.03, 1.16], [6.35, 3.35, 0.10], [6.36, 2.01, 1.27], [7.61, 1.56, -0.87], [6.07, 1.62, -1.75], [4.21, 0.87, -1.62], [3.89, -0.74, -2.33], [1.98, 0.07, -0.96], [3.05, 0.26, 0.44], [2.42, -2.40, -0.96], [0.52, -1.66, -1.60], [-1.88, -1.58, -2.00], [-4.15, 1.35, -1.15], [-2.70, 0.57, -0.50], [-4.11, 2.35, 0.95], [-3.36, 0.96, 1.74], [-5.92, 1.45, 2.18], [-5.39, -0.22, 1.93], [-7.42, 0.31, 0.61], [-8.60, 1.92, -0.53], [-7.66, 3.07, -1.52], [-7.74, 1.36, -1.98], [-6.11, -0.21, -1.73], [-6.30, -1.44, -0.46], [-2.64, -2.05, 2.17], [-0.20, -2.11, 2.59], [3.84, -3.38, 0.81], [4.14, -1.77, 1.49], [6.05, -2.44, 0.06], [4.94, -2.71, -1.31]], "smiles": "COCCC(=O)N1CCC(Oc2ccc(C(=O)N3CCC[C@@H](OC)C3)cc2)CC1", "lumo_energy_ev": 0.609, "relative_energy_ev": 2.628, "orbital_gap_ev": 9.1}